The following is a DFT calculation (ωB97M-V/def2-TZVPD) of 16 unconnected molecules or ions with the total composition C38H114BrN7O21 at a distorted geometry.

```
181
Properties=species:S:1:pos:R:3:forces:R:3:mulliken_charge:R:1
H 2.763552 1.247985 -5.472119 0.01 0.14 0.35 0.18
H -4.895223 -0.508126 -1.805317 -0.22 0.52 0.40 0.06
H -0.959870 3.773328 2.409826 0.22 -0.58 0.34 0.05
O 2.604212 -0.637640 -6.243363 0.60 -1.27 -0.94 -0.49
H -1.528777 -2.589375 -1.701797 0.03 0.36 -0.07 -0.27
H -1.502151 5.053735 3.336954 -0.63 0.18 0.18 0.45
O -3.809806 -0.504873 -6.716154 0.54 -0.70 0.63 -0.55
C 3.940178 -3.524974 -1.367215 1.03 -0.35 -1.06 0.42
H -4.007872 -2.351751 3.628115 -0.29 0.38 0.18 0.40
N -0.247992 0.015181 1.798179 -0.39 -0.96 -0.75 0.01
C 5.013007 4.144856 1.917786 -1.04 -0.12 -0.24 -0.17
C -4.311650 -0.565411 -5.357802 -0.47 1.86 -1.46 0.63
C -4.024423 3.147916 4.148004 1.45 0.18 -2.13 -0.82
O 8.127467 -0.260260 -1.771919 0.99 -2.51 0.68 -0.56
H 4.435290 -0.809678 1.552016 -0.57 0.17 0.48 -0.10
C -5.403074 -2.537518 -1.400993 1.56 -1.78 0.67 0.67
H -4.030658 -4.298886 -2.018381 0.22 0.51 0.76 0.25
C -2.313910 3.381692 -1.416649 -0.96 -0.73 -1.12 0.85
H 1.010926 -1.599329 3.582009 -0.21 0.59 0.26 0.03
H -2.584178 -3.197001 3.880519 0.48 0.04 0.35 0.55
C -0.724316 -3.121962 -1.194562 0.77 0.25 -0.66 0.11
O 4.696389 -0.083252 4.455815 1.91 1.12 -1.22 -0.30
O 0.523256 1.172715 -3.984536 -2.36 1.28 0.62 -0.28
H 7.712359 -0.606688 3.188441 -0.12 0.03 0.32 0.27
H -6.292560 2.925397 -2.248913 0.14 -0.26 0.12 0.34
H 0.210946 -3.633668 -3.158302 0.39 0.53 0.28 0.06
C -2.915573 -1.527786 5.315883 1.08 -1.74 0.43 -0.12
H -4.174350 2.433480 -4.047448 0.06 0.55 0.34 0.36
H 3.585614 5.075879 3.193483 0.04 -0.47 0.66 0.37
H -5.119461 -0.037492 0.404430 -0.04 0.25 0.25 0.34
H 1.760852 -4.746906 -2.059077 0.27 0.24 -0.54 0.38
O -1.285818 -2.270416 -6.690703 -0.82 1.81 -2.67 -0.65
O -4.425000 3.558749 -2.763810 0.06 0.82 0.77 -0.54
H -5.657284 -4.535244 -2.419788 -0.50 0.22 0.25 0.43
H -4.407969 2.333755 4.762942 0.58 -0.36 0.23 0.26
C 5.014611 0.086008 1.327909 -0.11 -1.51 0.07 -0.64
H -1.764671 -6.210255 -5.100160 -0.36 0.41 -0.27 0.30
C 1.386162 1.247024 2.788428 2.01 -0.03 0.64 -0.22
O 5.350495 -5.462032 -0.739498 -1.93 0.85 0.71 -0.59
H 4.935231 0.717659 -2.474963 0.45 0.47 0.10 -0.02
H -4.827630 -1.518310 1.360417 -0.16 -0.51 -0.53 0.18
C 4.177228 0.262744 5.713335 0.30 -0.53 -0.57 -0.78
H 2.759491 3.513358 -3.492839 0.04 -0.12 0.73 0.03
N -6.629205 -2.011050 -1.855844 -1.78 0.95 -1.04 -0.72
H 1.149039 1.797097 -3.610188 -0.03 0.56 0.20 0.02
H -5.333546 1.501963 -5.576657 -0.45 -1.14 -1.45 0.49
O 2.896228 3.910735 -4.352850 -0.20 0.30 -0.90 -0.69
H -0.636488 0.461451 2.616730 -0.45 0.26 -0.02 -0.40
O -1.250801 -5.399482 -5.086272 1.35 -0.17 1.33 -0.53
H -0.930953 -0.601470 9.142964 -0.32 -0.04 -0.14 0.29
C -1.153300 4.098042 -0.762499 0.19 -0.03 0.61 -1.45
Br 2.715931 2.690704 -1.378639 -0.02 -0.24 0.23 -0.53
N 0.045536 0.731403 -0.951525 2.20 -1.10 -0.10 2.78
H -1.220183 -3.594105 -0.346456 0.21 -0.53 -0.02 0.38
H -0.054638 0.537430 0.034599 -0.91 0.28 1.14 -0.08
H -3.689664 -1.611768 -2.257911 0.12 -0.11 -0.13 -0.77
H 5.541518 -0.744121 -1.744540 -0.18 0.02 0.52 -0.46
H 2.230558 -0.487335 -7.114785 0.58 -0.95 -0.32 0.37
H 4.520282 5.772726 1.019443 -0.22 -0.09 -0.06 0.41
H -2.910575 2.762606 -0.746702 -0.43 1.18 1.02 -0.05
H 0.256951 -0.176069 -1.341267 -0.49 -0.61 -0.51 -0.16
C 7.135164 0.637787 -1.996938 -1.29 3.45 -1.77 -0.76
O 5.269343 5.436245 1.516729 1.14 2.61 0.16 -0.66
H -1.406394 4.630115 0.154528 -0.34 0.12 -0.22 0.30
H 7.461920 1.320539 -2.781272 -0.04 -0.05 -0.99 0.51
H -2.408646 4.393142 1.930566 -0.88 0.03 0.57 0.32
H -1.648140 -1.415170 -6.448036 -0.22 0.09 -0.42 0.29
H 3.216647 -2.724464 -1.213008 -0.21 -0.19 0.85 -0.11
H 0.900308 -0.912712 -4.370863 -1.29 0.33 -0.25 0.14
H 0.829300 1.102403 3.714226 0.19 0.45 0.23 0.21
H -2.019208 -4.476932 -6.685870 0.32 0.18 -0.57 0.43
H 3.831084 3.796801 -4.523975 0.21 -0.03 -0.02 0.29
C -5.353797 3.125445 -1.732376 0.93 0.32 -0.50 -0.41
H -6.150837 4.292914 3.005206 -0.28 0.13 0.30 0.34
H -5.136979 -1.272088 -5.271015 -0.15 -0.01 -0.09 0.24
H -0.584118 -0.937144 1.784065 -0.36 -0.24 -0.36 -0.14
H -6.576396 2.828610 2.146664 0.50 -0.04 -0.54 0.22
H 1.243753 0.776815 -6.243454 -0.20 0.75 0.13 0.40
H -0.955563 -2.478794 5.713326 -0.14 -0.27 0.17 0.41
O 2.670802 4.576961 1.528661 -0.14 -0.08 0.73 -0.52
H -6.453991 2.715836 3.819264 0.31 0.09 0.55 0.37
C 1.287838 0.103225 -4.294693 3.67 -1.53 -0.37 0.10
H -7.390893 -2.597142 -1.545314 -0.21 -0.24 -0.27 0.29
C 6.043443 0.365237 2.429558 1.04 1.32 -0.96 0.69
H 0.287437 -1.557344 8.381081 -0.22 -0.75 -0.44 0.30
C 1.616286 -1.321866 2.719076 0.81 1.85 -0.87 -1.38
H 6.477996 1.231286 4.379375 0.28 -0.86 0.67 0.55
H 8.992094 0.150432 -1.698741 -0.18 0.16 -0.10 0.33
H 5.041771 1.808515 3.734830 -0.28 0.13 -0.48 -0.15
H 2.647943 -1.120422 3.007503 0.37 -0.56 0.40 0.25
H -6.743549 -1.161044 -1.322429 -0.43 0.39 -0.17 0.26
O -3.759637 1.707068 -4.518548 1.69 -0.73 0.17 -0.43
H -0.933347 -0.718344 5.838290 0.18 0.11 -0.71 -0.04
C 2.047160 0.435108 -5.590856 -1.52 0.96 0.61 -0.62
C -1.859305 -4.268263 -5.628041 -1.73 -1.72 -2.32 -0.69
N 7.069172 -0.700199 2.415359 -0.45 -0.87 0.93 -0.80
H -2.526374 1.130206 4.121950 -0.05 -0.26 0.19 -0.36
C 4.219960 -4.565182 -0.257871 1.56 -0.08 -2.15 -0.24
H -5.644666 -2.853701 -0.386219 1.15 -0.42 0.47 0.38
O 5.848058 -0.638002 -3.718358 0.86 0.78 0.54 -0.50
H 7.661919 -0.649635 1.599152 -0.30 0.15 -0.34 0.23
C -0.133233 -4.116161 -2.243513 0.41 0.54 1.28 -0.43
N -1.820743 2.206272 -2.193474 0.28 1.76 -0.24 -0.09
H 1.714320 0.094861 1.031886 0.27 -0.50 -0.08 0.00
H -2.721830 4.708425 -3.170255 -0.03 -0.53 -0.29 0.29
H 1.019572 -4.353597 1.736505 0.33 0.09 -0.45 0.22
H 4.501814 -4.015262 0.640041 -0.22 -0.43 0.28 0.22
C -4.360942 -0.729283 0.770730 1.36 0.11 -0.17 0.13
H -2.605815 1.797550 -2.680006 -0.02 -0.23 -0.42 -0.39
C 1.510609 -3.625915 2.382621 0.58 -0.48 -0.45 -0.92
O 0.210093 -2.140109 -0.682828 -0.71 -0.31 -1.05 0.06
H 2.450138 1.391465 2.976034 0.19 -0.27 0.57 -0.69
H -2.583299 1.476266 2.599748 -0.07 0.18 -0.52 -0.10
H -4.341995 4.056263 4.660021 0.04 0.52 -0.35 0.47
C -1.089432 -2.999821 -5.585741 1.04 -0.43 2.89 0.53
H 2.574812 -3.834020 2.493430 -0.13 -0.85 0.58 0.35
H -3.672840 -0.277391 1.485147 -0.12 0.46 -0.17 -0.68
H -0.012981 -3.145782 -5.496045 0.16 -0.63 0.44 0.40
H 3.910663 -3.848425 -3.345240 0.06 0.17 0.14 0.30
H 7.074771 1.431879 -1.252714 -0.79 -0.55 1.10 0.40
C 5.603645 0.879532 3.831781 -1.34 -1.01 -1.01 -0.35
H 2.874592 4.081495 0.732062 -0.17 -0.54 -0.53 0.13
C 3.568393 4.181228 2.571070 1.60 0.31 -1.58 0.06
O 0.911107 -4.909776 -1.643138 -1.50 0.06 0.02 -0.59
O -1.720918 -1.542594 7.468061 1.13 0.00 0.19 -0.43
C 5.791746 0.043810 -2.454912 -0.16 -1.06 0.89 0.89
H -2.535508 -1.593695 3.133107 0.25 0.14 0.12 -0.09
H -0.415888 3.366028 -0.433134 0.11 -0.03 -0.12 0.12
H -3.428847 0.376130 5.991719 -0.25 -0.23 0.50 0.20
C -1.880322 4.153123 2.853260 0.78 -0.34 0.10 -1.27
H -3.603874 5.198367 -1.785924 -0.07 -0.06 0.47 0.41
C -3.254807 4.307526 -2.308098 -0.12 -1.17 1.17 -0.78
H -5.518159 0.783791 -4.107407 -0.02 -0.75 0.59 0.28
C -4.382080 -1.399090 -1.443415 1.15 -0.39 -1.38 0.37
N -2.106770 1.752699 3.446278 0.21 -0.79 -0.68 0.28
H -0.658608 1.278031 -1.426366 -1.77 0.24 -0.50 0.11
H -4.535896 -0.706519 5.357779 -0.90 1.52 0.12 0.33
O -4.607268 2.982747 2.847576 -0.76 0.01 0.75 -0.07
C -5.981998 3.216528 2.973901 -0.85 0.17 -0.67 -0.98
H -1.432625 -2.436328 -4.718108 0.28 0.13 0.51 -0.25
H 0.675513 -2.475257 0.087014 0.19 -0.15 0.24 -0.10
O 3.538319 -4.228857 -2.546341 -0.63 -0.55 0.10 -0.67
H -4.712908 -3.389214 -3.291745 -0.14 0.33 -0.11 0.19
C -4.927299 -3.737702 -2.281457 -0.25 -0.01 -0.33 -1.41
H 6.771508 -0.895363 -3.667343 0.25 -0.69 -0.90 0.32
C 1.197882 -0.020000 1.984880 -1.26 0.54 0.93 1.69
H -0.983429 -4.670554 -2.640915 0.06 -0.81 0.40 0.34
H 5.862666 3.836191 2.526794 -0.33 -0.13 0.45 0.29
H 0.938713 -3.704263 3.307235 0.22 0.47 0.37 0.21
O -3.538477 -1.139950 -0.354583 -1.62 -0.15 1.42 0.02
C -0.588120 -0.944491 8.166794 -0.79 0.16 -0.10 -0.68
H 5.107335 3.658675 0.946793 -0.72 -1.60 0.31 0.16
H 1.149615 2.206560 2.328611 -0.73 -0.37 -0.43 -0.05
H -4.930860 2.264432 -1.214802 -0.30 -0.36 -0.14 -0.07
H 6.220734 -5.118653 -0.524164 -0.17 0.46 0.24 0.30
H -2.908442 -4.172739 -5.348241 -0.11 0.39 0.93 0.22
H 4.385475 0.880157 0.925882 0.03 0.28 0.56 0.26
H 1.988915 -0.015667 -3.468590 0.64 -0.27 0.13 0.10
H 6.611444 1.185981 1.991537 -0.29 1.03 0.35 0.23
H 3.355239 -5.227281 -0.213408 0.18 0.03 0.57 0.23
H -3.543181 -2.203922 5.896440 0.17 -0.21 0.58 0.41
H 5.537307 -0.318279 0.461052 0.53 0.41 -0.12 -0.02
H -1.209112 2.611150 -2.887792 0.22 -0.44 -0.75 0.13
H -3.479921 -0.947046 -4.765629 -0.02 0.31 0.18 -0.64
H 3.301446 3.255797 3.081374 -0.22 0.12 0.02 -0.26
C -2.465204 3.095782 3.817331 -1.42 -0.04 1.61 0.17
H 3.755330 1.265702 5.778077 -0.39 0.12 -0.33 0.29
H -0.208126 -0.080294 7.621945 -0.15 0.18 -0.17 0.29
C -1.524112 -1.610445 6.046237 -0.92 1.58 -0.05 -0.34
H -5.538981 3.858821 -0.947544 0.15 0.47 -0.21 0.32
C -4.780549 0.842512 -4.907774 -0.72 0.23 0.56 -0.51
H 4.957998 0.224487 6.472963 -0.06 -0.37 0.32 0.30
H 0.900727 1.247543 -1.100987 0.94 0.70 0.13 -0.25
H -2.076202 3.112887 4.835413 0.75 1.03 0.02 0.63
H 3.440059 -0.539284 5.751143 -0.31 0.38 1.22 0.22
H -0.624599 4.809378 -1.396985 -0.12 -0.10 -0.31 0.37
C -2.976724 -2.181761 3.937845 0.18 -0.22 -0.65 -1.14
N -3.642750 -0.252410 5.230614 0.51 -0.79 -0.17 -0.51
H -4.326256 0.036864 -7.317326 -0.35 0.10 0.44 0.29
O 1.511285 -2.353377 1.785239 -1.00 -0.30 -0.47 0.28
H 4.880845 -3.043990 -1.635350 0.24 0.21 0.40 0.10
```
Positions in Å, forces in eV/Å.

Computed properties:
Kohn-Sham gap   8.719 eV
Molar mass   1085.26 g mol⁻¹
Largest force on an atom   4.08 eV Å⁻¹
LUMO level   0.1 eV
HOMO   -8.59 eV